1.
ORCA calculation (ωB97M-V with the def2-TZVPD basis set) on a cluster of 4 separate species, C32H64NO6 in total at a distorted geometry.

```
103
Properties=species:S:1:pos:R:3:forces:R:3
C 4.846 -5.913 0.942 -0.0501 0.5499 0.3504
C 3.389 -5.582 1.352 0.7465 -0.4371 0.2973
O 2.414 -6.322 0.619 -0.1734 0.4617 -0.2273
C 1.432 -5.526 0.006 0.1836 -0.1349 0.1190
C 0.290 -5.037 0.985 0.7014 -0.9216 -0.9837
N 0.265 -3.557 1.007 -0.5826 -0.5980 0.1955
C -0.389 -2.953 -0.002 -0.6111 0.3646 -0.8288
O -1.010 -3.678 -0.940 0.1082 -0.3240 0.7547
C -2.463 -3.561 -0.896 -1.3364 -0.3974 -0.1153
C -3.168 -4.802 -0.312 -0.3761 0.7035 -0.1992
C -0.438 -1.585 -0.108 -0.0420 1.1613 -0.1389
C 0.169 -0.790 0.841 0.8462 -0.5147 -0.1499
C 0.097 0.724 0.786 -1.4045 1.0608 0.7430
O -0.848 1.247 1.334 0.9136 -0.6883 -0.5695
O 1.026 1.480 0.189 -0.0565 -0.9127 -0.0569
C 0.835 -1.435 1.898 -0.4197 1.2181 0.3295
C 1.503 -0.524 2.931 0.6090 -0.8090 -0.3917
O 2.746 -0.079 2.370 -0.5462 0.7351 -0.2036
O 3.698 -1.102 2.488 0.5028 -0.7908 0.4882
C 0.860 -2.812 1.972 0.9164 0.0610 0.8009
C 1.564 -3.440 3.158 -0.8959 -0.0003 0.3618
H 5.369 -6.381 1.783 -0.1138 -0.2004 -0.3783
H 4.916 -6.528 0.041 -0.1364 0.0414 0.2315
H 5.380 -4.968 0.767 -0.0778 -0.3138 -0.1501
H 3.248 -4.495 1.240 -0.2840 -0.3000 0.0196
H 3.272 -5.865 2.410 -0.0734 0.3470 -0.2026
H 0.993 -6.123 -0.802 0.0155 0.0613 0.3219
H 1.914 -4.656 -0.472 -0.2439 -0.0396 0.1148
H -0.631 -5.431 0.556 -0.0153 0.5563 0.2482
H 0.390 -5.484 1.972 0.1533 0.3933 -0.0996
H -2.810 -2.703 -0.305 0.7359 0.0281 -0.0549
H -2.810 -3.375 -1.919 0.3146 -0.1543 0.1440
H -3.390 -5.561 -1.067 0.4341 -0.0548 0.2686
H -2.669 -5.200 0.576 -0.0408 -0.0570 -0.2777
H -4.147 -4.435 0.036 0.2021 -0.2068 -0.0942
H -0.961 -1.130 -0.945 0.0452 -0.2714 0.0841
H 1.745 0.954 -0.194 0.0033 0.0531 0.0978
H 0.923 0.387 3.108 0.0996 -0.1962 -0.0491
H 1.701 -1.041 3.874 -0.1291 0.2819 -0.0978
H 3.757 -1.548 1.627 -0.2215 0.4319 -0.1370
H 0.955 -3.189 4.043 0.1559 -0.1402 -0.2058
H 1.619 -4.525 3.129 0.2417 0.2461 -0.0944
H 2.536 -2.972 3.338 -0.1063 -0.3264 -0.2811
C -9.487 -5.560 -4.143 -0.0183 -0.1276 0.0484
C -9.682 -5.759 -2.643 -0.0088 0.1156 -0.0921
C -8.911 -4.751 -1.793 -0.0371 -0.0378 0.1083
C -7.389 -4.809 -1.941 0.0479 0.0035 -0.1154
C -6.759 -6.166 -1.625 0.0102 0.1126 0.1482
C -6.971 -6.606 -0.179 0.0812 -0.1383 -0.1169
H -8.444 -5.697 -4.436 -0.0130 0.0220 -0.0220
H -10.082 -6.282 -4.703 0.0174 0.0394 -0.0425
H -9.799 -4.559 -4.446 0.0357 -0.0006 -0.0095
H -9.405 -6.781 -2.369 -0.0008 0.0138 0.0311
H -10.746 -5.660 -2.414 0.0208 -0.0348 0.0417
H -9.181 -4.895 -0.743 0.0240 0.0167 -0.0017
H -9.244 -3.741 -2.051 -0.0063 -0.0158 -0.0093
H -6.949 -4.051 -1.282 -0.0013 -0.0136 0.0111
H -7.110 -4.520 -2.958 -0.0268 0.0080 0.0031
H -5.683 -6.100 -1.816 -0.0146 -0.0366 -0.0731
H -7.143 -6.932 -2.302 -0.0015 0.0277 -0.0205
H -6.554 -5.874 0.517 -0.0675 0.0145 0.0210
H -6.475 -7.562 0.003 -0.0271 0.0120 0.0603
H -8.028 -6.736 0.052 0.0153 0.0296 0.0316
C 1.270 4.764 1.238 0.0190 -0.1358 0.0421
C 1.770 4.633 2.673 -0.0990 0.1048 -0.0452
C 2.582 5.838 3.145 0.0664 -0.0411 0.1020
C 3.874 6.093 2.366 -0.0331 -0.0068 -0.1111
C 4.863 4.928 2.347 0.0593 0.1079 0.0956
C 5.380 4.551 3.732 0.0040 -0.1374 -0.1113
H 2.097 4.833 0.527 -0.0236 0.0401 -0.0141
H 0.673 3.894 0.966 -0.0442 0.0684 -0.0593
H 0.645 5.652 1.124 0.0478 0.0194 -0.0221
H 2.357 3.714 2.775 0.0323 0.0210 0.0169
H 0.906 4.518 3.334 0.0320 -0.0235 0.0190
H 2.815 5.712 4.206 0.0141 0.0207 -0.0106
H 1.957 6.734 3.081 -0.0142 -0.0225 -0.0100
H 4.368 6.969 2.797 0.0109 -0.0143 -0.0117
H 3.632 6.365 1.334 -0.0249 0.0173 0.0162
H 5.715 5.209 1.722 -0.0326 -0.0233 -0.0348
H 4.411 4.052 1.872 -0.0254 0.0172 -0.0142
H 5.875 5.400 4.207 -0.0382 -0.0048 0.0269
H 6.105 3.739 3.659 0.0113 0.0216 0.0618
H 4.574 4.214 4.387 0.0145 0.0307 0.0219
C 2.298 8.856 -0.745 0.0594 0.0916 -0.0863
C 1.995 8.687 -2.231 -0.0855 -0.0579 0.1134
C 1.867 7.226 -2.660 -0.0061 0.0025 -0.0969
C 3.132 6.385 -2.482 0.0216 0.0133 0.1101
C 4.369 6.908 -3.212 -0.0424 -0.1287 -0.0804
C 4.204 6.943 -4.728 0.1054 0.1028 0.0576
H 3.256 8.406 -0.476 -0.0204 -0.0035 0.0298
H 2.349 9.914 -0.486 -0.0002 -0.0292 0.0642
H 1.519 8.395 -0.134 0.0323 -0.0245 0.0124
H 2.763 9.192 -2.822 -0.0077 -0.0251 -0.0193
H 1.054 9.197 -2.454 0.0290 0.0050 -0.0475
H 1.551 7.193 -3.706 0.0148 -0.0211 0.0057
H 1.057 6.758 -2.088 0.0039 0.0223 0.0110
H 2.921 5.367 -2.828 0.0177 0.0046 -0.0082
H 3.365 6.296 -1.416 -0.0265 0.0059 0.0025
H 5.214 6.259 -2.968 0.0075 0.0424 0.0389
H 4.633 7.904 -2.848 -0.0196 -0.0084 0.0276
H 3.983 5.948 -5.119 -0.0400 0.0200 -0.0101
H 5.124 7.292 -5.202 -0.0351 -0.0198 -0.0487
H 3.403 7.618 -5.033 -0.0058 -0.0288 -0.0181
```
Positions in Å, forces in eV/Å.

Results
charge = +1
energy above the lowest of the compared OMol25 structures with the same formula, charge and spin = 0.00 kJ/mol
HOMO-LUMO gap = 8.01 eV

=====

2.
ORCA calculation (ωB97M-V with the def2-TZVPD basis set) on the ion C6H16NO with charge +1 at a distorted geometry.

```
24
Properties=species:S:1:pos:R:3:forces:R:3
C -2.357 0.151 0.789 0.4801 -0.5635 -1.0399
O -2.795 -0.922 1.580 -1.9106 -0.4202 2.0409
C -0.776 -0.107 0.686 -0.4822 1.0263 0.3835
C -0.124 0.054 -0.760 -1.4414 -2.1335 0.5154
C 1.435 0.134 -0.797 0.4455 -2.7104 -4.6079
C 2.066 0.809 0.358 -1.3472 2.0107 0.7139
C 1.763 0.914 -2.271 -1.9406 -2.6859 1.4192
N -0.655 -1.578 1.150 2.5574 -0.1785 2.0085
H -2.863 -0.050 -0.232 0.8056 1.3454 1.3815
H -2.524 1.104 1.352 -0.0909 -0.5199 -1.3308
H -3.482 -0.714 2.260 0.7727 0.0652 -1.1452
H -0.370 0.566 1.539 -0.0088 -1.3827 -1.6795
H -0.727 0.775 -1.348 0.8801 0.5825 0.7274
H -0.505 -0.866 -1.358 0.8640 0.9429 1.0517
H 1.925 -0.968 -1.046 -1.4284 2.4245 1.1216
H 3.094 1.039 0.163 0.7466 -0.4408 0.3493
H 1.600 1.832 0.345 0.2903 -0.5314 0.3570
H 1.828 0.409 1.382 0.6930 0.0464 -1.0543
H 1.445 1.885 -2.019 -0.1398 1.5364 -0.4208
H 2.775 0.828 -2.564 1.1910 0.1879 0.1297
H 1.178 0.479 -3.159 0.4629 0.5833 1.6373
H 0.319 -2.012 0.995 -1.8724 0.8799 -0.2500
H -0.824 -1.659 2.211 0.1943 0.3016 -2.0806
H -1.426 -2.103 0.743 0.2788 -0.3663 -0.2279
```
Positions in Å, forces in eV/Å.

Results
SMILES = CC(C)C[C@H]([NH3+])CO
charge = +1
energy above the lowest of the compared OMol25 structures with the same formula, charge and spin = 251.88 kJ/mol
HOMO-LUMO gap = 10.62 eV

=====

3.
ORCA calculation (ωB97M-V with the def2-TZVPD basis set) on the molecule C5H6N2 at a distorted geometry.

```
13
Properties=species:S:1:pos:R:3:forces:R:3
C -1.006 1.599 -0.954 -2.5887 1.5876 0.2579
C -0.100 -0.341 0.148 -1.9388 -1.5874 1.1517
C 0.126 -1.596 0.934 0.0561 1.9386 0.1890
C 1.273 -0.681 0.512 -0.5119 -0.6292 -3.5277
C -1.182 0.363 -0.165 0.3998 0.5702 0.3144
N 0.210 1.614 -1.338 2.2184 0.7614 0.2924
N 1.305 1.285 -1.322 -0.7474 0.7436 -1.1977
H -1.698 2.535 -1.064 1.5504 -2.2543 0.0276
H -0.318 -1.411 1.892 0.3373 -0.5011 0.7834
H -0.009 -2.568 0.521 0.1097 -0.4560 -0.3909
H 1.831 0.010 1.067 0.6530 0.4496 1.1701
H 1.705 -0.891 -0.508 0.4435 -0.5920 1.6401
H -2.138 0.082 0.277 0.0184 -0.0310 -0.7101
```
Positions in Å, forces in eV/Å.

Results
charge = 0
energy above the lowest of the compared OMol25 structures with the same formula, charge and spin = 474.89 kJ/mol
HOMO-LUMO gap = 8.44 eV